w) FHNO | ωB97M-V with the def2-TZVPD basis set

```
! RIJCOSX wB97M-V def2-TZVPD def2/J DEFGRID3
* xyz -1 1
H 1.2021 0.1862 0.0485
N 0.0529 -0.2813 -0.4730
F -0.7878 1.2407 0.1299
O -0.4672 -1.1455 0.2946
*
```

Computed properties:
Gap between HOMO and LUMO ... 8.60 eV
HOMO ... -2.903 eV

x) FHNO | ωB97M-V with the def2-TZVPD basis set

```
! RIJCOSX wB97M-V def2-TZVPD def2/J DEFGRID3
* xyz -1 1
H 0.3120 -0.2268 -0.1007
O -1.4634 -1.1749 0.2120
F -1.5579 1.1363 0.0303
N -0.9581 -0.2795 -0.4375
*
```

Computed properties:
Gap between HOMO and LUMO ... 7.51 eV
HOMO ... -1.752 eV

Compare the structures above. Which one is the most stable? w) is.